1.
Formula: C6H6NS
Source: the Open Molecules 2025 dataset
Level of theory: ωB97M-V/def2-TZVPD

XYZ file:
```
14
Properties=species:S:1:pos:R:3
C 0.94206 -1.15473 0.04664
C 1.01969 -1.65649 1.31957
C 0.28352 0.09121 -0.28187
C -0.59706 0.60373 0.64121
C 0.60176 0.77461 -1.43712
C -1.72511 1.02664 1.11866
N 0.61219 -0.96957 2.37240
S 0.38467 -1.64216 3.83561
H 1.43475 -1.67518 -0.76560
H 1.48877 -2.64060 1.45430
H 0.09894 1.68790 -1.70550
H 1.35641 0.39909 -2.10721
H -2.68628 0.86421 0.62926
H -1.79278 1.51241 2.08538
```

The LUMO energy (spin up / spin down) comes out at 3.5 / 3.6 eV. The calculation puts the gap between HOMO and LUMO (spin up / spin down) at 5.78 / 6.28 eV. As for the energy above the lowest of the compared OMol25 structures with the same formula, charge and spin: 44.1 kcal/mol. As for the total energy: -18641.160 eV. Its total charge is -1.

=====

2.
Formula: CH3Br2OP
Source: the Open Molecules 2025 dataset
Level of theory: ωB97M-V/def2-TZVPD

XYZ file:
```
8
Properties=species:S:1:pos:R:3
C -1.10462 -0.06222 -0.34995
O 1.13169 0.10595 2.54403
P 0.72315 0.06310 0.26252
Br 1.80081 1.68286 -0.78283
Br 1.75833 -1.69832 -0.62991
H -1.34516 -0.38252 -1.34903
H -1.60601 -0.70807 0.44444
H -1.35819 0.99923 -0.13928
```

The LUMO energy (spin up / spin down) comes out at -1.6 / -1.6 eV. The calculation puts the gap between HOMO and LUMO (spin up / spin down) at 8.25 / 8.26 eV. As for the energy above the lowest of the compared OMol25 structures with the same formula, charge and spin: 129.3 kcal/mol. As for the total energy: -152503.244 eV.

=====

3.
Formula: C3H2N2O2S
Source: the Open Molecules 2025 dataset
Level of theory: ωB97M-V/def2-TZVPD

XYZ file:
```
10
Properties=species:S:1:pos:R:3
C -0.18451 -0.45629 -1.00402
C -0.81603 -0.64377 0.44200
C 1.16750 0.19638 0.81984
N 1.12691 0.17057 -0.57139
N 0.10430 -0.23622 1.38489
O -0.52418 -0.68832 -2.14764
O -1.88465 -1.10072 0.63735
S -2.77809 1.76846 0.18855
H 1.95685 0.59383 1.46182
H 1.83190 0.39608 -1.21140
```

The LUMO energy (spin up / spin down) comes out at -2.6 / -2.7 eV. The calculation puts the gap between HOMO and LUMO (spin up / spin down) at 7.37 / 7.33 eV. As for the energy above the lowest of the compared OMol25 structures with the same formula, charge and spin: 107.6 kcal/mol. As for the total energy: -21050.069 eV.